Here is a molecular structure, C56H67BKN16S5 from the Open Molecules 2025 dataset. Energies are from ωB97M-V/def2-TZVPD.

Geometry as ORCA input:
```
! RIJCOSX wB97M-V def2-TZVPD def2/J DEFGRID3
* xyz 1 1
K 0.12 -0.28 0.89
C -3.12 0.89 4.08
C -2.63 2.02 3.24
C -2.33 3.24 3.76
C -1.79 4.26 2.92
N -1.56 4.03 1.66
N -1.89 2.84 1.11
B -1.58 2.79 -0.38
N -2.71 2.24 -1.24
N -3.77 3.01 -0.95
C -4.93 2.74 -1.44
C -5.11 1.62 -2.30
C -4.05 0.84 -2.62
C -4.19 -0.38 -3.47
C -2.74 1.16 -2.08
S -1.39 0.25 -2.46
C -6.09 3.64 -1.04
C -7.19 2.77 -0.41
C -5.64 4.69 -0.01
C -6.62 4.35 -2.29
N -1.16 4.20 -0.93
N -1.79 5.31 -1.21
C -1.11 6.24 -1.85
C 0.25 6.05 -2.20
C 0.91 4.88 -1.89
C 2.33 4.58 -2.21
C 0.11 3.93 -1.23
S 0.31 2.30 -0.75
C -1.90 7.49 -2.21
C -2.58 8.04 -0.95
C -1.01 8.57 -2.82
C -2.98 7.08 -3.23
C -2.46 1.82 1.82
S -2.94 0.39 1.09
C -1.48 5.65 3.45
C -2.81 6.27 3.91
C -0.53 5.56 4.64
C -0.87 6.53 2.36
H -3.14 1.17 5.13
H -2.47 0.02 3.94
H -4.11 0.58 3.76
H -2.46 3.44 4.81
H -6.09 1.38 -2.68
H -5.21 -0.51 -3.82
H -3.88 -1.25 -2.89
H -3.51 -0.32 -4.33
H -6.78 2.16 0.39
H -7.64 2.11 -1.15
H -7.98 3.40 0.00
H -5.27 4.21 0.89
H -6.48 5.34 0.24
H -4.82 5.29 -0.41
H -6.95 3.64 -3.04
H -5.84 4.97 -2.73
H -7.46 5.00 -2.03
H 0.78 6.83 -2.73
H 2.81 5.41 -2.71
H 2.40 3.69 -2.84
H 2.88 4.36 -1.28
H -1.84 8.39 -0.23
H -3.19 7.27 -0.48
H -3.22 8.89 -1.21
H -0.18 8.83 -2.16
H -1.60 9.48 -2.97
H -0.61 8.27 -3.79
H -3.63 6.33 -2.79
H -2.53 6.67 -4.14
H -3.58 7.95 -3.50
H -3.25 5.70 4.73
H -3.53 6.33 3.09
H -2.62 7.29 4.28
H -0.98 5.01 5.47
H -0.29 6.56 5.00
H 0.41 5.07 4.36
H -1.52 6.58 1.49
H 0.10 6.12 2.04
H -0.71 7.54 2.75
C 1.52 -2.61 2.48
N 2.12 -2.01 1.30
C 3.49 -1.56 1.45
C 3.62 -0.07 1.39
N 2.65 0.79 1.50
C 3.24 2.05 1.42
C 2.69 3.32 1.53
C 3.55 4.40 1.43
C 4.92 4.24 1.21
C 5.49 2.99 1.11
C 4.63 1.90 1.23
N 4.84 0.54 1.22
C 1.35 -1.56 3.53
N 0.74 -0.43 3.33
C 0.98 0.34 4.46
C 0.64 1.66 4.74
C 1.06 2.19 5.94
C 1.80 1.44 6.86
C 2.16 0.13 6.59
C 1.74 -0.40 5.38
N 1.97 -1.61 4.75
H 2.10 -3.45 2.89
H 0.53 -2.99 2.20
H 2.02 -2.63 0.49
H 4.13 -1.99 0.66
H 3.91 -1.89 2.41
H 1.63 3.45 1.71
H 3.15 5.41 1.52
H 5.55 5.12 1.14
H 6.55 2.85 0.96
H 5.73 0.08 1.14
H 0.07 2.24 4.02
H 0.82 3.22 6.18
H 2.11 1.89 7.79
H 2.75 -0.45 7.30
H 2.47 -2.39 5.13
C -0.82 -5.53 -3.49
N 0.32 -4.69 -3.77
C 0.91 -4.52 -5.01
C 1.89 -3.62 -4.87
N 1.89 -3.20 -3.53
C 0.91 -3.89 -2.84
S 0.52 -3.95 -1.22
C 2.66 -2.08 -3.12
C 3.81 -1.74 -3.83
C 4.48 -0.59 -3.48
C 4.00 0.20 -2.44
C 2.86 -0.25 -1.78
N 2.21 -1.36 -2.11
H -1.00 -6.19 -4.34
H -1.71 -4.92 -3.30
H -0.62 -6.12 -2.59
H 0.59 -5.06 -5.88
H 2.55 -3.22 -5.61
H 4.18 -2.37 -4.62
H 5.38 -0.30 -4.01
H 4.48 1.12 -2.15
H 2.43 0.31 -0.96
S -1.76 -2.64 1.37
C -2.20 -4.15 1.88
N -2.42 -5.13 0.92
C -2.81 -6.38 1.22
C -2.99 -6.72 2.52
C -2.76 -5.71 3.48
N -2.37 -4.49 3.18
H -2.26 -4.83 -0.03
H -2.95 -7.07 0.40
H -3.30 -7.71 2.81
H -2.90 -5.91 4.54
*
```

Calculated values
- Strongest force on any atom: 0.0186 Eh/bohr
- Energy relative to the best compared isomer or geometry (same formula, charge and spin): 14.32 kJ/mol
- HOMO level: -8.960 eV
- Orbital gap: 6.9722 eV